Entry 1:
30
Properties=species:S:1:pos:R:3:forces:R:3 method="wB97M-V/def2-TZVPD" total_charge=-2 relative_energy_ev=0.966 energy_ha=-1872.17090 orbital_gap_ev=6.6 multiplicity=1
Pd 0.160764 -0.136619 -0.321944 -1.0 0.9 -0.4
O -3.891770 0.588405 0.957430 -0.4 0.1 -0.1
C -2.678382 0.379608 0.929243 0.0 0.2 1.5
O -2.043871 -0.081602 -0.050359 1.5 -0.6 -1.1
C -1.925745 0.619097 2.287857 -0.4 -0.3 -0.5
C -1.060946 -0.580800 2.725620 -0.5 -0.3 0.3
C -0.821092 -0.471292 4.248114 -0.1 -0.2 -0.1
C 0.218985 0.663613 4.295970 0.2 0.1 -0.1
C 0.371086 0.981018 2.791278 0.3 0.5 0.3
O 0.228071 -0.302019 2.205822 0.1 -0.1 0.2
C -0.880314 1.759196 2.335108 0.3 0.4 -0.5
C -0.650633 2.589478 1.020645 -0.2 -0.1 1.5
O -0.962885 3.778680 1.089808 -0.1 0.4 -0.1
O -0.098105 2.040445 0.036906 0.8 -1.4 -1.2
H -2.724663 0.796893 3.015577 0.2 0.0 -0.1
H -1.401598 -1.556170 2.372852 0.1 0.1 0.0
H -0.408807 -1.401052 4.643492 0.0 0.0 0.0
H -1.739285 -0.230274 4.782456 0.0 -0.1 0.1
H 1.164065 0.315352 4.715971 0.0 0.0 0.0
H -0.124087 1.532296 4.856471 0.0 0.0 0.1
H 1.326857 1.419752 2.498374 -0.1 -0.1 0.0
H -1.157256 2.506673 3.086251 0.0 -0.1 -0.2
S 0.314881 -2.474132 -0.659799 -0.3 1.0 0.2
C 1.780857 -2.600803 0.254142 1.5 2.6 -0.6
C 2.034772 -3.803777 0.896828 0.5 -1.8 1.0
N 2.236397 -4.814608 1.426560 -0.1 0.4 -0.2
C 2.732927 -1.560820 0.296743 -2.4 -1.7 -0.8
S 2.515027 -0.073101 -0.562781 -1.1 0.2 0.2
C 3.925539 -1.737051 0.983624 1.8 -0.4 1.0
N 4.926123 -1.872926 1.551501 -0.4 0.1 -0.2



Entry 2:
31
Properties=species:S:1:pos:R:3:forces:R:3 method="wB97M-V/def2-TZVPD" total_charge=+1 energy_ha=-1156.08001 orbital_gap_ev=9.6 multiplicity=1 smiles=CCNN(B(N)O)c1nc(CN)n(O)[n+]1S
C -1.040008 -2.246409 -1.863440 -0.2 -0.2 -0.3
C -1.306324 -0.987381 -2.674793 -0.2 -0.4 -0.1
N -1.573620 0.245874 -1.893264 0.4 0.1 -0.2
N -1.298699 0.172132 -0.510808 -0.5 0.0 0.1
B -2.394725 -0.118563 0.503006 0.2 -0.2 0.4
N -2.305738 -1.314636 1.315558 -0.2 0.3 0.1
O -3.413036 0.769525 0.613592 -0.3 -0.6 -0.7
C -0.085904 0.405022 -0.044130 0.0 -0.1 -0.4
N 0.177215 0.361753 1.270046 -0.1 0.0 0.2
C 1.461467 0.643578 1.413728 -0.3 -0.1 0.2
C 2.130183 0.713795 2.743995 0.5 0.3 -0.1
N 3.497061 1.233819 2.661826 -0.1 -0.3 0.0
N 2.013184 0.867536 0.232849 0.1 0.4 0.1
O 3.276506 1.168616 -0.109851 0.0 -0.1 -0.2
N 1.027634 0.722229 -0.753875 0.3 0.0 0.0
S 1.418017 1.012221 -2.386644 0.0 -0.1 -0.1
H -0.276346 -2.123866 -1.098411 0.0 0.0 0.0
H -1.957099 -2.624094 -1.408778 0.1 0.1 0.2
H -0.705245 -3.022018 -2.554482 0.1 0.0 0.0
H -0.482387 -0.807852 -3.366997 0.1 0.2 0.2
H -2.183732 -1.167744 -3.299838 0.0 0.1 0.0
H -2.529244 0.543747 -2.019745 0.0 0.1 0.1
H -3.203717 -1.792862 1.324901 0.0 0.0 0.1
H -2.138756 -1.074478 2.289723 0.3 -0.2 0.0
H -3.627832 1.280541 -0.175561 0.2 0.4 0.3
H 2.052960 -0.273884 3.207745 -0.2 0.0 0.0
H 1.538741 1.427482 3.321053 -0.1 -0.2 0.1
H 3.874172 1.260869 3.602534 0.0 0.2 0.0
H 4.084967 0.570816 2.167126 0.0 0.0 0.0
H 3.397655 2.119417 0.059298 0.0 0.0 0.0
H 0.572654 2.034812 -2.566376 0.0 0.2 0.1



Entry 3:
20
Properties=species:S:1:pos:R:3:forces:R:3 method="wB97M-V/def2-TZVPD" total_charge=0 relative_energy_ev=0.842 energy_ha=-826.31946 orbital_gap_ev=8.2 multiplicity=1
C 0.186358 1.975750 0.003964 0.3 -0.2 -0.6
C -2.899791 0.200841 -0.185168 -1.0 0.9 -0.5
C -2.561049 -1.081016 0.404279 4.1 2.5 -0.9
C -1.951873 1.054727 -0.628869 -0.9 1.4 0.3
C -1.267772 -1.332008 0.684834 -1.1 0.8 -0.2
C -0.485314 0.755898 -0.507416 -0.2 -0.7 -0.5
C -0.237685 -0.372665 0.493454 2.7 2.0 -0.7
C 3.216089 -0.551894 -0.412446 -0.1 -0.8 -2.2
N 0.686168 2.888179 0.495058 -0.3 -0.3 -0.3
N 0.919000 -0.448483 1.067548 -1.2 -2.0 -0.6
N 1.993161 0.155082 1.346514 -0.3 1.7 0.2
N 3.091974 0.202702 0.734920 -0.1 -0.1 1.7
F 3.088231 -1.872269 -0.276066 -0.1 -0.4 0.6
F 4.435800 -0.373112 -0.954041 -1.0 0.4 0.0
F 2.214874 -0.222602 -1.309504 0.9 0.2 -0.2
H -4.012075 0.368176 -0.192425 1.4 0.4 -0.4
H -3.307186 -1.698700 0.632818 -2.7 -2.6 0.9
H -2.039729 2.124099 -0.987644 -0.9 -1.6 0.2
H -0.863831 -2.139409 1.161916 0.2 -2.5 1.3
H -0.205350 0.366709 -1.571730 0.3 1.0 1.8



Entry 4:
83
Properties=species:S:1:pos:R:3:forces:R:3 method="wB97M-V/def2-TZVPD" total_charge=+1 relative_energy_ev=1.488 energy_ha=-2779.00571 orbital_gap_ev="6.9 / 6.7" multiplicity=7
O -0.339413 2.796618 0.894402 1.9 -0.3 0.4
O -2.384233 3.351175 -0.024328 -1.7 0.6 0.0
C -0.473163 2.054168 2.176429 -0.6 0.2 -0.5
C 0.867096 1.875367 2.813100 -0.1 -0.2 0.0
H -0.964535 1.112599 1.895444 0.3 0.2 0.2
H -1.193006 2.654576 2.750543 0.4 -0.2 0.0
H 1.417540 1.125891 2.240079 0.2 0.0 0.3
H 0.711472 1.518824 3.830994 0.2 0.0 0.0
H 1.430230 2.812013 2.826898 -0.1 -0.1 0.3
C 0.994652 3.193905 0.247138 -0.9 -0.5 0.5
C 1.033418 4.685485 0.301500 0.0 0.3 0.1
H 0.985927 2.748120 -0.751730 -0.2 0.2 0.1
H 1.776243 2.717992 0.845229 -0.3 0.1 -0.3
H 0.105494 5.111323 -0.113327 0.4 -0.1 0.1
H 1.873659 5.049640 -0.291033 0.0 0.1 0.0
H 1.158232 5.005880 1.346221 -0.1 0.1 -0.4
C -2.549964 3.023767 -1.434132 -0.7 -0.1 0.0
C -3.651685 3.520779 0.695536 0.3 -0.1 -0.1
C -1.508305 3.627620 -2.356095 0.2 -0.3 -0.2
H -3.550480 3.399750 -1.744759 0.6 -0.3 0.4
H -2.551826 1.922094 -1.510924 -0.1 0.4 0.0
H -1.067370 4.566011 -1.981594 -0.3 -0.3 -0.1
H -2.054843 3.841481 -3.287010 0.5 0.1 0.1
H -0.717740 2.896799 -2.596765 -0.3 0.6 0.1
C -3.872196 5.006773 0.955681 0.0 -0.1 -0.3
H -3.596035 2.940405 1.628471 0.2 0.1 -0.2
H -4.455876 3.065081 0.091486 0.3 0.3 0.3
H -2.912678 5.480543 1.227494 -0.4 -0.2 0.1
H -4.615730 5.164770 1.757411 0.3 0.0 -0.5
H -4.205856 5.466752 0.012654 0.0 0.1 0.5
H -1.161887 3.392072 0.725291 -0.1 -0.6 -1.2
Tb 0.348308 -1.744018 -1.128438 0.7 -1.0 0.2
C -1.721166 -1.365096 -0.701564 -1.8 2.8 1.6
Si -3.465345 -1.623416 -0.138523 0.3 0.7 0.0
H -1.870348 -0.365240 -1.211001 0.3 -0.7 -0.3
H -1.373720 -0.920258 0.318209 0.1 -0.8 -1.0
C -3.756368 -0.843718 1.555132 0.0 -0.1 0.5
C -3.796246 -3.440151 -0.213936 -0.6 -0.4 0.1
C -4.526227 -0.505157 -1.194759 -0.5 -0.1 -0.4
C 0.380973 -2.574360 1.174213 0.4 0.0 0.2
Si 1.026510 -4.230856 0.618967 -0.4 0.3 1.6
H -0.612410 -2.724973 1.634470 0.3 0.1 -0.3
H 1.017008 -2.114151 1.949854 -0.1 -0.3 -0.2
C -0.383795 -5.473099 0.556114 0.0 -0.1 -0.2
C 2.401412 -4.838222 1.753460 0.2 -0.2 -0.2
C 1.772034 -4.160274 -1.134411 0.0 -0.1 -0.8
H -5.560103 -0.859051 -1.189071 -0.1 0.2 -0.1
H -4.187968 -0.464374 -2.233262 -0.1 -0.1 0.0
H -4.514464 0.529556 -0.814434 0.0 -0.4 0.0
H -3.122464 -1.242636 2.351819 0.0 -0.1 0.0
H -4.795558 -1.006552 1.868063 0.1 0.1 0.0
H -3.594637 0.247902 1.541465 0.0 -0.3 -0.2
H -2.964463 -4.011286 0.219010 -0.2 0.2 0.0
H -3.876011 -3.731671 -1.268752 0.0 0.0 0.1
H -4.722767 -3.733263 0.295212 0.1 -0.1 -0.1
H 2.110317 -4.667169 2.799498 0.0 0.0 -0.3
H 3.342957 -4.300022 1.571279 -0.2 -0.1 0.1
H 2.598934 -5.913052 1.628818 0.0 0.2 0.0
H 2.775337 -3.700657 -1.161099 -0.3 0.0 -0.1
H 1.167582 -3.773925 -2.007301 0.6 -0.6 0.4
H 1.898280 -5.230114 -1.369784 0.1 0.3 -0.1
H -0.017767 -6.456304 0.887657 -0.2 0.2 -0.1
H -0.797342 -5.587572 -0.457009 0.0 0.0 0.3
H -1.193864 -5.158248 1.227584 0.2 -0.1 -0.2
O 0.940608 1.817350 -3.201774 0.4 -1.0 0.3
C 1.120118 0.653850 -2.846706 -1.2 0.0 -0.6
O 0.230341 -0.313273 -2.831874 1.4 1.4 0.0
C 2.483545 0.254533 -2.324741 -0.3 -0.8 1.1
C 3.653222 0.569002 -3.013339 0.5 -0.1 0.2
C 4.836526 0.090304 -2.488328 -0.2 0.4 -0.6
C 4.861465 -0.552337 -1.238044 -0.4 -0.6 0.8
C 6.049893 -1.025600 -0.627504 0.2 0.0 0.3
C 6.032462 -1.558133 0.648950 0.2 0.1 -0.5
C 4.818888 -1.674232 1.358552 -0.7 0.3 -0.4
C 3.624097 -1.280973 0.767814 0.5 -0.4 0.4
C 3.625387 -0.755967 -0.540907 0.3 0.3 -0.8
N 2.443448 -0.446290 -1.171688 0.4 1.2 -0.6
H 3.568494 1.131846 -3.940100 0.2 -0.1 0.2
H 5.767813 0.219264 -3.032283 -0.1 0.0 0.1
H 6.978900 -0.936393 -1.196756 -0.2 0.0 0.3
H 6.962614 -1.882976 1.115214 -0.3 0.1 -0.2
H 4.814348 -2.077600 2.369909 0.0 0.1 -0.2
H 2.674075 -1.379222 1.295822 0.3 0.0 -0.2



Entry 5:
14
Properties=species:S:1:pos:R:3:forces:R:3 method="wB97M-V/def2-TZVPD" total_charge=0 relative_energy_ev=4.857 energy_ha=-324.54596 orbital_gap_ev=8.5 multiplicity=1
C 0.097173 -1.393061 1.262107 -0.2 0.0 0.2
C 0.226227 -0.244623 0.430785 0.2 -0.1 -0.1
C 1.489408 -0.348893 -0.190873 0.0 0.2 0.1
O 1.448954 0.395525 -1.385023 0.0 0.0 -0.1
C 0.243453 1.020256 -1.362854 -0.2 0.1 0.0
C -0.511103 0.775053 -0.249017 0.2 -0.1 -0.1
N -1.768108 1.283712 0.092750 -0.1 -0.1 -0.1
H -0.404113 -1.363322 2.232788 0.1 0.0 -0.2
H 1.473648 -1.592204 0.468332 0.0 0.0 0.0
H -0.050503 -2.333737 0.738206 0.1 0.1 0.0
H 2.375981 -0.071271 0.379450 -0.1 -0.1 0.0
H -0.007816 1.577824 -2.257510 0.0 -0.1 0.1
H -2.358082 0.582770 0.525007 0.1 0.1 0.0
H -2.255120 1.711971 -0.684147 0.1 0.0 0.1



Entry 6:
78
Properties=species:S:1:pos:R:3:forces:R:3 method="wB97M-V/def2-TZVPD" total_charge=0 relative_energy_ev=3.847 energy_ha=-2522.94920 orbital_gap_ev="6.1 / 5.9" multiplicity=1
In -1.237859 -0.285508 -1.236363 -0.3 0.3 0.4
N -4.854443 -0.199379 1.436312 -0.2 0.1 0.2
C -3.811582 -0.782022 0.781833 0.1 -0.4 -0.3
S -3.974255 -0.974689 -0.906293 0.5 0.2 -0.7
N -2.821342 -1.194964 1.525520 -0.5 0.3 1.5
N -1.691562 -1.557217 0.936219 1.0 0.1 -1.0
C -0.898888 -2.402894 1.507458 -1.0 0.4 0.1
C -1.234429 -3.105164 2.764608 -0.2 0.0 0.2
C -1.304329 -4.495826 2.777988 0.0 0.2 -0.1
C -1.684451 -5.165769 3.924760 0.0 -0.1 0.1
C -1.982167 -4.454006 5.075449 -0.1 0.0 0.0
C -1.904651 -3.071204 5.070987 0.0 0.1 0.0
C -1.538116 -2.396239 3.920241 0.1 -0.1 0.0
C 0.331323 -2.763335 0.823010 0.9 -0.3 -0.3
C 1.369880 -3.407888 1.509086 -0.3 0.2 0.0
C 2.507302 -3.775933 0.821566 0.0 0.1 -0.3
C 2.579776 -3.512667 -0.538861 -0.1 -0.1 0.2
C 1.505259 -2.875184 -1.138420 0.2 -0.1 -0.3
N 0.419979 -2.496164 -0.485845 -0.3 0.2 0.2
H -5.735471 -0.219518 0.949084 0.0 0.1 0.1
H -4.879775 -0.313274 2.438867 0.0 0.0 0.0
H -1.071130 -5.044989 1.876620 0.0 -0.1 -0.1
H -1.749966 -6.243543 3.920287 0.0 -0.1 0.0
H -2.282329 -4.974901 5.972426 0.0 -0.1 0.1
H -2.132154 -2.513263 5.966126 0.0 0.1 0.1
H -1.468534 -1.320689 3.909962 -0.1 0.1 0.0
H 1.282150 -3.597396 2.567835 0.0 0.0 0.0
H 3.325470 -4.260104 1.332032 0.1 0.0 0.1
H 3.441958 -3.802644 -1.116798 0.1 0.0 -0.1
H 1.507001 -2.664342 -2.198534 0.1 0.0 -0.1
N -2.362196 2.046344 0.002913 0.1 -0.3 0.2
C -2.638898 2.849296 -1.101755 0.0 0.1 -0.3
C -3.953803 3.217374 -1.374217 -0.1 -0.1 0.0
C -4.266850 4.001011 -2.467134 0.1 0.0 0.0
C -3.260516 4.443357 -3.307097 0.0 0.1 -0.2
C -1.954561 4.071306 -3.054021 -0.1 0.0 0.0
C -1.616029 3.268314 -1.968502 -0.3 0.0 0.0
C -0.194409 2.920099 -1.790522 0.0 -0.1 0.8
C 0.756174 3.944564 -1.943411 0.1 0.2 -0.1
C 2.126098 3.639270 -1.956891 0.4 0.1 0.0
C 2.586623 2.391778 -1.727456 -0.1 0.2 0.0
C 1.649705 1.264841 -1.377164 0.3 0.0 0.2
C 0.248149 1.738390 -1.251514 -1.1 -1.2 -0.6
H -1.440137 2.205370 0.389231 0.0 -0.1 0.1
H -3.095475 2.038673 0.698784 0.0 0.0 0.0
H -4.736329 2.871637 -0.712557 -0.1 0.0 0.1
H -5.291976 4.272656 -2.659323 -0.2 0.0 0.0
H -3.485809 5.063683 -4.162908 0.0 0.0 0.0
H -1.169704 4.406024 -3.717036 0.1 0.0 0.0
H 0.433298 4.976990 -1.926880 0.0 0.0 -0.2
H 2.825552 4.434816 -2.176000 0.1 0.0 0.0
H 3.608268 2.112154 -1.933868 0.2 0.1 0.2
H 1.826257 -0.417727 -0.226934 0.1 -0.2 0.1
C 0.324232 1.477766 2.306656 0.6 -0.2 -0.5
Si 2.020190 1.206603 1.445153 0.3 0.4 0.9
C 3.001495 -0.065865 2.472330 -0.4 0.5 -0.3
C 2.879147 2.904679 1.430291 -0.3 -0.7 0.0
N 2.056215 0.562844 -0.154410 0.1 0.0 0.0
C 1.891119 0.310636 -2.548125 -0.3 -0.2 -0.2
C 3.064884 -0.437358 -2.571792 0.1 0.0 -0.1
C 3.337011 -1.291227 -3.625316 0.0 0.1 0.0
C 2.447040 -1.392718 -4.683936 0.0 0.0 -0.1
C 1.289269 -0.635606 -4.679466 -0.1 -0.1 -0.1
C 1.007034 0.206049 -3.614000 0.0 0.1 -0.1
H 0.430883 1.473248 3.387117 0.1 0.0 0.2
H -0.405467 0.717123 2.043078 -0.1 -0.2 0.0
H -0.090473 2.444061 2.036914 -0.1 0.2 -0.1
H 3.122245 0.282937 3.491409 0.0 0.1 0.3
H 3.991553 -0.229288 2.061910 0.2 0.0 -0.2
H 2.497383 -1.026963 2.512029 -0.2 -0.2 0.0
H 3.084034 3.247527 2.438512 0.0 0.0 0.3
H 2.250313 3.647849 0.951811 -0.2 0.1 -0.1
H 3.818020 2.870092 0.890459 0.2 0.0 -0.1
H 3.761323 -0.342458 -1.752789 0.1 0.0 0.1
H 4.242607 -1.878833 -3.625677 0.1 0.0 0.0
H 2.667758 -2.045169 -5.514532 0.0 -0.1 -0.1
H 0.598040 -0.702239 -5.509376 0.0 0.0 0.0
H 0.108050 0.806806 -3.631150 0.0 0.0 0.0